Density functional theory data (ωB97M-V/def2-TZVPD) for a molecular structure, C2H3N3O3.

The geometry in XYZ format:
```
11
C2H3N3O3 (ωB97M-V/def2-TZVPD)
C 0.28 0.06 -0.19
C 0.94 -1.22 -0.27
H -0.67 2.07 -0.66
H 0.76 2.99 0.95
H -1.97 -1.55 0.76
N 0.48 2.30 0.00
N 0.98 1.05 0.32
N -1.49 -1.52 -0.24
O -1.16 -0.18 -0.44
O -0.13 -2.20 0.04
O 1.98 -1.82 -0.25
```

Summary:
2S+1: 1
HOMO energy (eV): -9.3
LUMO energy (Eh): -0.0251
Kohn-Sham gap (eV): 8.583

---

Density functional theory data (ωB97M-V/def2-TZVPD) for C5H7NO in the gas phase.

The geometry in XYZ format:
```
14
C5H7NO (ωB97M-V/def2-TZVPD)
N 1.78 -1.63 0.65
C 1.02 -0.72 0.21
O 1.39 0.26 -0.70
C 0.75 1.46 -0.42
C -0.92 0.76 0.15
C -1.36 -0.45 -0.62
C -0.42 -0.57 0.56
H 2.72 -1.51 0.29
H -0.28 1.63 -0.83
H 1.04 1.83 0.56
H -1.61 1.37 0.74
H -0.97 -0.61 -1.62
H -2.38 -0.82 -0.47
H -0.76 -1.00 1.48
```

Summary:
2S+1: 1
HOMO energy (eV): -8.9
LUMO energy (Eh): 0.0380
Kohn-Sham gap (eV): 9.964

---

Density functional theory data (ωB97M-V/def2-TZVPD) for a gas-phase ion, C3H6FN2O (charge +1).

The geometry in XYZ format:
```
13
C3H6FN2O (ωB97M-V/def2-TZVPD)
C 0.16 -1.37 -1.05
C -0.07 0.86 -0.22
C -0.33 0.24 1.17
N -1.22 -0.84 1.12
N 0.41 -0.15 -1.16
O -1.04 -1.85 1.88
F 0.86 -0.10 1.78
H 0.47 -2.16 -1.71
H -1.01 1.28 -0.60
H 0.68 1.65 -0.12
H -0.78 1.04 1.79
H 0.92 0.27 -1.95
H -0.18 -1.86 2.39
```

Summary:
2S+1: 1
HOMO energy (spin up / spin down) (eV): -15.0 / -13.7
LUMO energy (spin up / spin down) (Eh): -0.1976 / -0.2421
Kohn-Sham gap (spin up / spin down) (eV): 9.630 / 7.156
Charge: +1

---

Density functional theory data (ωB97M-V/def2-TZVPD) for 3 unconnected molecules or ions with the total composition C16H18ClF16N2O2S.

The geometry in XYZ format:
```
56
C16H18ClF16N2O2S (ωB97M-V/def2-TZVPD)
C -1.93 2.77 2.15
C -0.68 2.50 1.32
Cl 0.65 3.46 2.03
C -0.26 1.03 1.23
N -0.69 0.21 2.37
C -1.87 -0.37 2.49
N -1.89 -0.97 3.67
C -0.71 -0.78 4.31
C 0.06 -0.06 3.50
S 1.69 0.47 3.85
H -1.91 2.25 3.11
H -2.00 3.82 2.38
H -2.81 2.44 1.61
H -0.89 2.83 0.31
H -0.60 0.56 0.32
H 0.82 0.99 1.19
H -2.63 -0.29 1.74
H -2.68 -1.48 4.03
H -0.43 -1.15 5.28
H 2.37 -0.69 3.79
C 3.87 -4.29 1.65
C 3.22 -2.90 1.75
C 2.01 -2.60 0.86
F 2.31 -2.65 -0.44
F 1.56 -1.32 1.11
F 4.15 -1.94 1.61
F 2.74 -2.80 3.04
O 5.06 -4.43 0.88
C 5.04 -4.68 -0.48
C 5.68 -3.55 -1.29
F 5.05 -2.38 -1.06
F 5.59 -3.84 -2.60
F 3.79 -4.97 -0.91
F 5.79 -5.78 -0.68
H 4.21 -4.51 2.66
H 3.14 -5.06 1.41
H 1.20 -3.29 1.07
H 6.73 -3.45 -1.01
C -3.09 2.51 -4.66
C -3.30 3.96 -4.18
C -2.16 4.64 -3.42
F -1.87 4.01 -2.26
F -2.53 5.90 -3.12
F -4.45 4.04 -3.48
F -3.47 4.70 -5.31
O -3.66 1.45 -3.89
C -3.01 0.87 -2.83
C -3.78 1.08 -1.52
F -3.94 2.38 -1.24
F -3.05 0.54 -0.49
F -1.73 1.27 -2.72
F -2.99 -0.46 -3.04
H -3.64 2.44 -5.60
H -2.05 2.30 -4.91
H -1.26 4.68 -4.03
H -4.76 0.61 -1.56
```

Summary:
2S+1: 1
HOMO energy (eV): -13.0
LUMO energy (Eh): -0.1020
Kohn-Sham gap (eV): 10.189
Charge: +1

---

Density functional theory data (ωB97M-V/def2-TZVPD) for 2 unconnected molecules or ions with the total composition C6H15N3O2.

The geometry in XYZ format:
```
26
C6H15N3O2 (ωB97M-V/def2-TZVPD)
C -1.64 -1.67 1.04
C -1.08 -2.01 2.32
C -1.16 -0.96 -1.15
N -0.59 -1.10 0.21
N -2.27 -0.37 -1.30
N -0.32 -1.29 -2.20
H -1.91 -2.64 0.40
H -2.72 -1.21 1.02
H -0.38 -1.30 2.64
H -0.31 -3.09 2.32
H -0.40 -0.21 0.35
H -0.15 3.75 -0.59
H -2.66 0.01 -2.09
H -0.49 -1.06 -3.02
H 0.63 -1.59 -2.03
H -2.03 -2.17 2.98
C 2.39 1.96 0.38
C 2.08 0.85 -0.63
C 0.91 2.47 0.46
O -0.06 2.00 0.94
O 0.74 3.53 -0.40
H 2.64 1.54 1.36
H 3.02 2.61 0.00
H 1.40 1.26 -1.49
H 1.36 0.04 -0.37
H 2.99 0.62 -1.15
```

Summary:
2S+1: 1
HOMO energy (eV): -9.1
LUMO energy (Eh): 0.0266
Kohn-Sham gap (eV): 9.799

---

Density functional theory data (ωB97M-V/def2-TZVPD) for 2 unconnected molecules or ions with the total composition C5H11NOS.

The geometry in XYZ format:
```
19
C5H11NOS (ωB97M-V/def2-TZVPD)
C -0.04 0.10 1.54
C -1.42 -0.43 1.20
S -2.19 0.06 -0.37
C 0.90 0.36 0.52
N 1.04 -0.53 -0.59
C 1.21 0.28 -1.84
C 0.11 -1.68 -0.82
O 1.63 1.42 0.44
H 0.24 0.56 2.48
H -1.08 2.85 1.68
H -1.40 -1.52 1.30
H -2.03 -0.04 2.04
H -0.62 3.30 1.41
H 0.40 1.07 -1.73
H 1.10 -0.42 -2.76
H 2.27 0.59 -1.77
H 0.69 -2.42 -1.38
H -0.10 -2.18 0.14
H -0.71 -1.39 -1.50
```

Summary:
2S+1: 1
HOMO energy (eV): -8.3
LUMO energy (Eh): -0.1136
Kohn-Sham gap (eV): 5.183

---

no.,electronic energy (Eh)
1,-467.714949
2,-324.555424
3,-402.070522
4,-3336.504843
5,-552.240169
6,-725.076469